A cluster of 9 separate species, C38H94O16 in total. Source: OMol25; level of theory: the ωB97M-V functional and the def2-TZVPD basis.

Each line ends with the Mulliken charge.
Atoms and positions in Å:
C  -0.9074  -0.1858  5.9676  -1.54
C  -1.7136  -1.0866  5.0932  0.74
C  -1.0051  -2.4144  4.7718  -0.05
C  -1.8285  -3.3054  3.8304  -0.14
C  -1.2156  -4.6046  3.3556  -0.22
C  -2.1611  -5.2537  2.3291  -1.21
H  -1.2141  0.8300  6.0496  0.44
H  0.1379  -0.1504  5.6622  0.19
H  -0.8485  -0.5415  6.9961  0.41
H  -2.6969  -1.2374  5.5026  0.57
H  -1.9159  -0.5892  4.1402  -0.84
H  -0.7542  -2.8919  5.7250  0.60
H  -0.0220  -2.2238  4.3287  -0.72
H  -2.7959  -3.4984  4.2319  0.84
H  -2.0317  -2.6553  2.9562  -0.72
H  -0.2433  -4.4497  2.8541  0.14
H  -1.0940  -5.2551  4.2218  0.52
H  -3.0328  -5.6602  2.8204  0.43
H  -2.4180  -4.5563  1.5592  0.08
H  -1.6632  -6.1036  1.8372  0.36
C  4.5079  1.1124  0.2515  -0.04
O  4.0932  1.8824  -0.8632  -0.45
C  3.9068  1.0296  -2.0230  0.40
C  5.1615  0.7261  -2.7723  -1.07
O  5.9392  -0.1807  -2.0634  -0.39
C  5.5725  -1.5119  -2.3346  -0.36
H  3.7646  0.3175  0.4822  -0.16
H  4.4824  1.7698  1.1310  -0.04
H  5.4962  0.6311  0.1232  0.50
H  3.1872  1.5686  -2.6177  0.56
H  3.4193  0.1082  -1.6817  -0.31
H  5.7196  1.6382  -2.9051  0.39
H  4.8706  0.3848  -3.7689  0.38
H  4.5964  -1.5912  -1.9040  -0.02
H  6.2111  -2.1164  -1.6653  0.28
H  5.6208  -1.7423  -3.4229  0.28
C  1.8960  -3.1696  -2.0048  -0.69
O  2.3257  -1.9160  -2.4378  -0.02
C  1.2945  -1.2054  -3.1471  1.31
C  0.8117  -1.8653  -4.4307  -1.34
O  -0.2546  -2.7279  -4.1550  0.05
C  -0.7230  -3.3783  -5.3425  -0.91
H  2.5077  -3.5674  -1.2031  0.33
H  1.9274  -3.9423  -2.7927  0.29
H  0.9323  -3.2473  -1.5352  0.04
H  1.6281  -0.1896  -3.4113  0.25
H  0.4358  -0.9987  -2.4790  -1.15
H  1.6844  -2.3942  -4.8630  0.58
H  0.4658  -1.1097  -5.0982  0.51
H  -1.6119  -3.8949  -5.0162  0.27
H  0.0170  -4.1308  -5.7175  0.27
H  -1.0304  -2.5924  -6.1018  0.31
C  4.8860  3.1972  3.7341  -0.79
O  4.2959  1.9350  3.5483  0.02
C  5.1642  0.9676  4.1190  -0.86
C  4.7100  -0.3915  3.7575  -0.42
O  3.4650  -0.6412  4.3810  -0.32
C  3.0491  -1.9683  4.1812  -0.50
H  5.1176  3.3946  4.7954  0.36
H  4.0919  3.9128  3.4349  0.05
H  5.7582  3.3480  3.1002  0.39
H  5.1058  1.1235  5.1561  0.44
H  6.1703  1.2357  3.7558  0.39
H  5.4837  -1.0929  4.0353  0.47
H  4.4947  -0.5732  2.7307  0.26
H  2.6791  -2.1150  3.1441  0.07
H  2.2940  -2.1470  4.9414  0.15
H  3.8909  -2.6521  4.2699  0.46
C  -2.3649  1.1625  -5.4790  -0.55
O  -1.7460  1.8103  -4.3641  -0.50
C  -1.7878  0.9339  -3.2891  0.67
C  -1.0376  1.5925  -2.0730  0.26
O  0.2865  1.9159  -2.3551  -0.38
C  0.9573  2.6392  -1.3068  0.36
H  -3.3738  0.8222  -5.2554  0.25
H  -1.8384  0.2267  -5.7690  0.05
H  -2.3848  1.7717  -6.3857  0.42
H  -1.3390  -0.0089  -3.5547  -0.75
H  -2.8155  0.7287  -2.9929  0.24
H  -1.0712  0.9770  -1.1525  -0.48
H  -1.5985  2.5081  -1.8169  0.39
H  0.4594  3.5865  -1.1056  -0.57
H  1.9935  2.7403  -1.6149  0.21
H  0.8433  1.9952  -0.4494  0.12
C  -2.0472  3.7378  1.1084  -0.14
O  -2.7396  3.3184  2.2262  -0.53
C  -2.3640  2.0442  2.7704  -0.72
C  -2.8008  0.8901  1.8558  3.02
O  -4.2275  0.8549  1.7434  -0.58
C  -4.5131  -0.3810  1.1763  -0.02
H  -0.9775  3.8469  1.3584  0.15
H  -2.4251  4.7032  0.7605  0.35
H  -2.1263  3.0820  0.2194  0.03
H  -2.8054  1.9161  3.7776  0.32
H  -1.3010  1.9680  2.9753  0.16
H  -2.4067  -0.0029  2.3360  -1.22
H  -2.4215  0.9663  0.8396  -0.79
H  -3.9495  -0.5395  0.2692  -0.29
H  -5.5693  -0.4015  0.8684  0.36
H  -4.2427  -1.2033  1.8724  0.16
C  -6.4212  -1.8523  -2.1159  -0.68
O  -5.1285  -2.2102  -1.7524  -0.37
C  -4.1369  -1.4179  -2.3813  -0.09
C  -3.7976  -1.9508  -3.7922  0.09
O  -4.7383  -1.5282  -4.7287  -0.41
C  -4.6210  -2.1975  -5.9631  -0.78
H  -7.0435  -2.4703  -1.4955  0.31
H  -6.5930  -2.1398  -3.1966  0.17
H  -6.6060  -0.7974  -1.9754  0.29
H  -3.2475  -1.4011  -1.7668  -0.59
H  -4.4487  -0.3694  -2.4506  0.95
H  -3.7717  -3.0778  -3.7108  0.42
H  -2.7933  -1.6871  -4.1695  -0.18
H  -4.6052  -3.3047  -5.9229  0.31
H  -3.7252  -1.8910  -6.4438  0.27
H  -5.4862  -1.8906  -6.5991  0.27
C  -0.2478  5.8947  -1.4761  -1.09
O  0.0184  5.6650  -0.0912  -0.02
C  0.8609  6.6348  0.4145  -0.65
C  1.3010  6.2008  1.7998  -0.68
O  2.4155  5.3438  1.8628  -0.47
C  2.0285  3.9731  1.8178  0.59
H  0.6823  5.6598  -2.0648  0.34
H  -0.5367  6.9209  -1.6604  0.39
H  -1.0052  5.2586  -1.8513  0.24
H  0.3005  7.5622  0.5653  0.40
H  1.7777  6.7518  -0.1453  0.38
H  0.3794  5.8776  2.3213  0.29
H  1.5726  7.1320  2.3417  0.46
H  1.4984  3.6289  2.7458  0.26
H  2.9156  3.3903  1.6350  0.03
H  1.3561  3.8316  0.9546  -0.60
C  -1.8359  -3.5581  -0.8593  -0.96
O  -0.8600  -3.1616  0.0866  -0.70
C  -0.9161  -1.8095  0.2645  2.42
C  0.2971  -1.3401  1.0099  -0.09
O  0.1899  0.0238  1.3533  0.86
C  1.2723  0.4585  2.1684  0.93
H  -2.8386  -3.3162  -0.5088  0.50
H  -1.7059  -4.6279  -0.9647  0.57
H  -1.5510  -3.0933  -1.8196  -0.09
H  -1.8535  -1.5828  0.8516  -0.53
H  -1.0598  -1.3113  -0.7224  -1.27
H  1.2285  -1.5400  0.4735  0.33
H  0.2604  -1.9625  1.9170  -0.39
H  1.7101  1.4402  1.8871  -1.05
H  2.1304  -0.2675  2.1614  -0.52
H  1.0254  0.5108  3.2558  0.02

As for the multiplicity: 1. For the frontier orbital gap, the calculation gives 9.63 eV. Its LUMO energy is 0.56 eV. The SMILES is CCCCCC.COCCOC.COCCOC.COCCOC.COCCOC.COCCOC.COCCOC.COCCOC.COCCOC. The molar mass is 807.2 g mol⁻¹. The largest force on an atom comes out at 2.44 eV/Å.

=====

A cluster of 7 separate species, C38H96N6O13 in total. Source: OMol25; level of theory: the ωB97M-V functional and the def2-TZVPD basis.

Each line ends with the Mulliken charge.
Atoms and positions in Å:
C  10.0645  13.5759  29.8062  -0.72
O  10.0900  13.3014  28.4492  -0.09
C  8.8703  13.5942  27.7383  -0.84
C  8.9468  12.9290  26.3688  -0.54
N  9.9420  13.5086  25.4944  -0.14
C  10.0359  13.0086  24.1540  -0.62
C  10.9268  13.9632  23.3940  -0.79
O  12.2642  13.9478  23.8765  0.23
C  12.9358  15.1159  23.6363  -0.60
H  9.8193  14.6460  30.0665  0.32
H  11.0409  13.3211  30.2753  0.10
H  9.3107  12.9280  30.3251  0.32
H  8.7105  14.6417  27.6860  0.40
H  7.9604  13.1800  28.1959  0.43
H  7.9845  12.9901  25.8144  0.42
H  9.1307  11.8699  26.5258  0.24
H  10.8543  13.6390  25.9170  0.20
H  9.0370  12.9963  23.7183  0.46
H  10.4378  11.9945  24.0841  0.14
H  10.4801  14.9809  23.4406  0.44
H  10.9706  13.6748  22.3173  0.27
H  12.4832  15.9472  24.1403  0.37
H  12.9942  15.3041  22.5373  0.33
H  13.9500  14.9049  23.9665  -0.19
C  13.6144  11.6460  30.3768  -1.00
O  13.6317  11.0890  29.0941  -0.10
C  12.3588  11.3212  28.4621  -1.13
C  12.3039  10.6219  27.1323  0.95
N  12.3156  9.2155  27.3319  -0.34
C  12.4903  8.4110  26.1691  0.82
C  12.7917  6.9977  26.5678  -0.98
O  13.8862  6.8307  27.5029  -0.41
C  15.1024  6.8195  26.7406  -0.71
H  12.8403  11.1130  31.0071  0.27
H  13.3543  12.6663  30.2874  0.38
H  14.6106  11.5531  30.7982  0.26
H  12.1999  12.4049  28.2868  0.39
H  11.5625  10.9813  29.1948  0.54
H  13.1768  10.9675  26.4927  -0.79
H  11.4188  10.8876  26.6024  0.06
H  12.9595  8.9625  28.0826  0.43
H  13.2284  8.8332  25.4905  -0.63
H  11.5226  8.3983  25.5799  0.14
H  12.9725  6.3746  25.6514  0.34
H  11.8691  6.6097  26.9310  0.44
H  15.1403  7.6468  26.0299  0.16
H  15.2903  5.9618  26.1307  0.45
H  15.9316  6.8531  27.4378  0.30
C  14.4738  12.6798  12.9390  -0.68
O  13.8475  11.5799  12.3752  -0.36
C  12.9391  10.9136  13.2396  -0.60
C  13.6359  10.1096  14.2719  0.02
N  12.7895  9.4395  15.2270  -0.41
C  13.5011  8.6945  16.2563  -1.13
C  14.7969  9.3649  16.7354  -0.39
O  14.4738  10.5849  17.3771  -0.26
C  15.5272  11.4859  17.4807  -0.73
H  15.0088  13.1585  12.1329  0.28
H  15.1861  12.4590  13.7050  0.23
H  13.7759  13.3489  13.4532  0.30
H  12.3834  10.1959  12.6928  0.32
H  12.2610  11.6355  13.6727  0.38
H  14.4172  10.6408  14.7650  -0.11
H  14.2225  9.3572  13.7753  0.32
H  12.3303  10.1612  15.7873  0.34
H  13.8509  7.7352  15.8053  0.36
H  12.8256  8.5139  17.0415  0.53
H  15.5148  9.5770  15.9401  0.62
H  15.2716  8.6395  17.4270  0.18
H  15.1695  12.3450  18.0201  0.31
H  15.9418  11.8708  16.5240  0.22
H  16.3693  11.0646  18.0435  0.24
C  11.1268  10.8559  20.9998  -0.88
O  12.1908  10.4587  21.8407  0.44
C  12.0032  9.1511  22.4069  -0.13
C  12.5522  7.9749  21.5683  -1.05
N  13.9809  7.9507  21.4186  -0.22
C  14.5404  8.9084  20.3944  -0.11
C  16.0212  8.6356  20.4712  -0.13
O  16.3263  7.3283  20.0045  -0.46
C  17.7370  7.2666  19.9042  -0.64
H  10.8994  10.1097  20.1901  0.23
H  11.4335  11.7974  20.5205  0.21
H  10.2018  10.9858  21.6660  0.21
H  10.9135  8.9452  22.5932  0.65
H  12.5671  9.1878  23.3171  -0.49
H  12.0378  8.0713  20.5789  0.15
H  12.3842  6.9922  22.0048  0.62
H  14.3744  7.0389  21.1817  0.33
H  14.2363  9.8864  20.7067  -0.31
H  14.1096  8.7520  19.4140  0.46
H  16.2442  8.7373  21.5350  -0.07
H  16.5118  9.4260  19.8607  0.36
H  17.9878  6.2047  19.9845  0.35
H  18.2626  7.7319  20.7602  0.15
H  18.1335  7.6943  18.9888  0.27
C  15.0989  13.4050  27.2511  -0.64
O  16.4478  13.4006  26.9554  -0.39
C  16.6773  13.9386  25.6955  0.31
C  18.1052  14.3890  25.6520  -0.73
N  18.3725  15.4594  26.5707  -0.43
C  19.8482  15.7067  26.6644  -0.58
C  20.4675  16.8328  25.8543  -0.59
O  21.8632  16.5937  25.9253  -0.29
C  22.6620  17.6550  25.4087  -0.71
H  14.7184  14.4107  27.0252  0.63
H  14.9089  13.2025  28.2874  0.12
H  14.5304  12.6896  26.6983  0.09
H  16.0947  14.8681  25.4557  0.56
H  16.4812  13.1944  24.9062  -0.51
H  18.2652  14.8183  24.6457  0.17
H  18.7291  13.5040  25.7825  0.40
H  18.0410  15.2192  27.4977  0.34
H  20.5052  14.8058  26.6042  0.30
H  20.0511  16.0782  27.6849  0.31
H  20.1855  17.7320  26.2867  0.38
H  20.1135  16.9059  24.8796  0.41
H  23.6775  17.2228  25.4617  0.24
H  22.6370  18.5795  26.0471  0.28
H  22.4492  17.9153  24.3481  0.28
C  16.0809  10.0127  27.6249  -0.15
O  17.3342  9.6160  27.2084  -0.53
C  17.8196  10.5242  26.2040  1.56
C  19.1389  9.9371  25.6611  -1.59
N  18.8975  8.7493  24.8773  -0.35
C  17.9848  8.9069  23.7279  0.26
C  18.5218  10.0143  22.7821  -1.12
O  18.3711  11.3273  23.2824  0.35
C  18.6673  12.2433  22.2329  -0.77
H  15.6674  9.1850  28.1959  0.43
H  15.4039  10.2806  26.7922  -0.20
H  16.1511  10.8882  28.3007  0.29
H  17.9080  11.5593  26.5357  0.48
H  17.0985  10.5876  25.4046  -1.04
H  19.7730  9.6296  26.5136  0.54
H  19.6588  10.7199  25.1152  0.20
H  18.6158  8.0036  25.5319  0.37
H  16.9278  9.1635  23.8792  -0.39
H  18.0822  7.9255  23.2258  0.53
H  18.0393  9.8961  21.8478  0.48
H  19.5612  9.7558  22.5338  0.49
H  19.6351  11.9768  21.7700  0.41
H  18.7631  13.2206  22.7440  0.04
H  17.9326  12.2552  21.4028  0.18
C  15.0104  12.2266  22.1679  -1.41
C  14.9607  11.2378  23.2720  0.63
O  14.0233  11.5768  24.3250  1.39
H  15.2990  13.1967  22.5731  0.49
H  13.9982  12.3872  21.7464  0.02
H  15.7163  11.8878  21.3702  -0.10
H  15.9902  11.2678  23.6320  -0.29
H  14.7175  10.2405  22.8832  -0.10
H  13.7920  12.4724  24.1480  -0.95

The value obtained for the energy relative to the best compared isomer or geometry (same formula, charge and spin) is 0.0 kJ/mol. As for the multiplicity: 1. For the frontier orbital gap, the calculation gives 8.52 eV. Its LUMO energy is 0.43 eV. The SMILES is COCCNCCOC.COCCNCCOC.COCCNCCOC.COCCNCCOC.COCCNCCOC.COCCNCCOC.CCO. The molar mass is 845.2 g mol⁻¹. The largest force on an atom comes out at 3.29 eV/Å.